Record 1
A 3-piece molecular cluster, C27H35N3O7 overall in a non-equilibrium geometry, computed with ωB97M-V/def2-TZVPD.

Cartesian coordinates (Å):
C (6.3193, 2.2229, 1.1022)
C (5.7428, 1.2216, 0.0877)
C (5.3588, -0.1307, 0.6989)
C (4.5496, -0.0256, 2.0070)
C (3.2070, 0.7277, 1.8451)
C (1.9617, -0.0696, 2.3136)
C (0.9470, -0.3096, 1.2196)
C (-0.0830, 0.6162, 1.0758)
C (-1.0145, 0.4046, 0.0941)
C (-0.9494, -0.6857, -0.7449)
C (0.0737, -1.6021, -0.6435)
C (1.0204, -1.4030, 0.3611)
C (2.1176, -2.4365, 0.4880)
C (1.8892, -3.3189, 1.7346)
C (1.3779, -4.6861, 1.5056)
O (0.5733, -3.5932, 2.0734)
C (-2.1551, -0.6246, -1.6863)
O (-2.3638, -1.2472, -2.6902)
N (-2.9424, 0.3803, -1.1257)
C (-4.3909, 0.4244, -1.2805)
C (-5.1725, 0.0220, -0.0505)
C (-6.1534, -0.9505, -0.1948)
C (-6.9433, -1.3544, 0.8631)
C (-6.7687, -0.7886, 2.1199)
C (-7.6381, -1.2368, 3.2622)
C (-5.7875, 0.1756, 2.2710)
C (-5.0044, 0.5796, 1.2064)
C (-2.2185, 1.2093, -0.2670)
O (-2.5098, 2.3355, 0.0361)
H (5.5547, 2.9238, 1.4304)
H (7.1313, 2.7927, 0.6518)
H (6.7405, 1.7220, 1.9728)
H (6.4553, 1.0346, -0.7148)
H (4.8578, 1.6657, -0.3674)
H (6.2494, -0.7272, 0.9065)
H (4.7301, -0.6849, -0.0012)
H (4.3723, -1.0474, 2.3515)
H (5.1413, 0.4498, 2.7873)
H (3.0832, 1.0920, 0.8266)
H (3.2737, 1.6106, 2.4810)
H (2.2415, -1.0135, 2.7724)
H (1.4597, 0.5017, 3.0937)
H (-0.1529, 1.4744, 1.7312)
H (0.1251, -2.4455, -1.3189)
H (2.1003, -3.1043, -0.3659)
H (3.0881, -1.9636, 0.6166)
H (2.5940, -3.2048, 2.5508)
H (1.5666, -5.4281, 2.2682)
H (0.8875, -4.9156, 0.5709)
H (-4.6861, 1.4355, -1.5741)
H (-4.6657, -0.2272, -2.1050)
H (-6.3125, -1.4007, -1.1684)
H (-7.6916, -2.1201, 0.7081)
H (-8.3948, -0.4716, 3.4570)
H (-8.1726, -2.1506, 3.0169)
H (-7.0790, -1.3651, 4.1873)
H (-5.6559, 0.6169, 3.2515)
H (-4.2708, 1.3556, 1.3736)
C (0.6426, -0.3428, -3.8416)
N (1.9542, -0.2705, -4.5340)
O (2.8783, -0.9122, -4.0758)
O (2.0172, 0.4342, -5.5212)
H (0.7342, -1.0020, -2.9909)
H (0.3843, 0.6651, -3.5277)
H (-0.0820, -0.7320, -4.5511)
C (0.1263, 4.6786, -3.7236)
N (1.0985, 3.7674, -3.0622)
O (2.1232, 4.2404, -2.6290)
O (0.7886, 2.5920, -3.0024)
H (0.5324, 5.6825, -3.7028)
H (-0.0064, 4.3235, -4.7412)
H (-0.8050, 4.6141, -3.1685)

Calculated values
- HOMO-LUMO gap: 8.992 eV
- SMILES string: CCCCCCc1cc2c(cc1C[C@@H]1CO1)C(=O)N(Cc1ccc(C)cc1)C2=O.C[N+](=O)[O-].C[N+](=O)[O-]
- 2S+1: 1
- Electronic energy: -1740.586145 hartree
- HOMO level: -9.10 eV

Results of the Mulliken charge analysis, in e, for atoms 1 through 4: atom 1 (C): -1.19, atom 2 (C): -0.44, atom 3 (C): -0.72, atom 4 (C): -0.82


Record 2
C15H19NO3 in the gas phase in a non-equilibrium geometry, computed with ωB97M-V/def2-TZVPD.

Cartesian coordinates (Å):
C (-3.6218, -1.6271, -0.2830)
C (-2.5837, -0.6441, -0.7951)
C (-1.2530, -0.5702, -0.3263)
C (-0.7078, -1.5658, 0.6860)
O (-0.4989, -2.9137, 0.1766)
C (0.4332, -3.5007, 0.9317)
O (0.7186, -4.6700, 0.9384)
C (1.0561, -2.4953, 1.9377)
C (2.5530, -2.7010, 2.3235)
C (0.6511, -1.1397, 1.2885)
C (1.6970, -0.5858, 0.3068)
C (1.1154, 0.0396, -0.9397)
C (-0.3116, 0.5336, -0.8141)
C (-0.4792, 1.7090, 0.1650)
C (-0.6780, 1.1010, -2.1652)
C (-1.9429, 1.0379, -2.6307)
C (-2.9682, 0.3157, -1.8527)
N (-4.2067, 0.6634, -2.2474)
O (-5.4049, 0.2379, -1.6033)
H (-4.3572, -1.1680, 0.3571)
H (-3.1119, -2.4000, 0.2852)
H (-4.1224, -2.1051, -1.1534)
H (-1.4245, -1.6619, 1.4844)
H (0.4876, -2.6539, 2.8704)
H (2.6757, -3.6223, 2.8757)
H (3.1976, -2.7405, 1.4179)
H (2.9554, -1.9391, 2.9900)
H (0.5252, -0.3976, 2.0684)
H (2.3461, -1.3729, -0.0396)
H (2.3147, 0.1510, 0.8460)
H (1.7699, 0.8003, -1.2882)
H (1.1631, -0.6996, -1.7588)
H (-0.2699, 1.4194, 1.1909)
H (0.2270, 2.5282, -0.0619)
H (-1.4994, 2.1393, 0.1904)
H (0.0807, 1.5723, -2.7872)
H (-2.2071, 1.4365, -3.5803)
H (-6.1083, 0.3460, -2.2400)

Calculated values
- HOMO-LUMO gap: 8.687 eV
- SMILES string: CC1=C2[C@H]3OC(=O)[C@@H](C)[C@H]3CC[C@@]2(C)C=C/C1=N/O
- 2S+1: 1
- Electronic energy: -863.369306 hartree
- HOMO level: -8.55 eV

Results of the Mulliken charge analysis, in e, for atoms 1 through 4: atom 1 (C): -1.84, atom 2 (C): 1.66, atom 3 (C): -0.52, atom 4 (C): -0.66